1.
{"formula": "C18H54BN12NiO7", "method": "ωB97M-V/def2-TZVPD", "s_squared": 2.003, "total_energy_ha": -3435.05708, "gap_ev": 7.903, "total_charge": 1, "multiplicity": 3, "homo_energy_ev": -10.347, "mol_weight_g_mol": 620.212, "elements": ["Ni", "O", "O", "O", "O", "O", "O", "O", "N", "N", "N", "N", "N", "N", "N", "N", "N", "N", "N", "N", "C", "C", "C", "C", "C", "C", "C", "C", "C", "C", "C", "C", "C", "C", "C", "C", "C", "C", "B", "H", "H", "H", "H", "H", "H", "H", "H", "H", "H", "H", "H", "H", "H", "H", "H", "H", "H", "H", "H", "H", "H", "H", "H", "H", "H", "H", "H", "H", "H", "H", "H", "H", "H", "H", "H", "H", "H", "H", "H", "H", "H", "H", "H", "H", "H", "H", "H", "H", "H", "H", "H", "H", "H"], "positions_angstrom": [[-11.387, 0.796, 29.697], [-11.230, 0.612, 27.636], [-12.480, -0.998, 29.535], [-9.938, 2.419, 29.446], [-16.847, 0.280, 29.092], [-12.929, 6.517, 32.470], [-10.870, 0.708, 31.789], [-17.564, 1.460, 33.716], [-16.805, 2.213, 31.685], [-8.156, 3.775, 29.122], [-9.555, -0.410, 29.727], [-17.468, 0.555, 27.845], [-12.715, -2.448, 27.768], [-10.730, 0.855, 25.475], [-13.492, 4.313, 32.365], [-14.106, -2.543, 29.562], [-13.165, 5.471, 30.459], [-10.207, 4.656, 29.634], [-12.404, 2.131, 26.334], [-15.331, 1.650, 33.296], [-16.715, 0.018, 26.737], [-15.314, 0.621, 26.583], [-16.661, 1.744, 32.964], [-19.316, 1.701, 28.935], [-9.475, 3.558, 29.381], [-9.552, -1.140, 30.998], [-17.531, 0.247, 25.444], [-10.909, 1.876, 32.609], [-16.583, -1.505, 26.855], [-13.096, -1.888, 28.956], [-18.250, 1.789, 27.849], [-9.763, -0.129, 32.093], [-13.118, 5.510, 31.828], [-18.136, 1.669, 25.295], [-8.384, -2.063, 31.225], [-11.416, 1.242, 26.592], [-17.350, 3.028, 28.118], [-18.970, 2.012, 26.505], [-13.178, 1.950, 30.164], [-14.839, 0.576, 27.581], [-12.074, -1.949, 27.180], [-16.826, 0.169, 24.615], [-13.025, 1.726, 29.027], [-8.732, 0.162, 29.533], [-13.297, -3.196, 27.439], [-11.904, 1.971, 33.037], [-14.615, -3.246, 29.059], [-19.742, 0.694, 28.879], [-13.575, 4.460, 33.358], [-12.215, 2.481, 30.576], [-10.088, 0.093, 25.603], [-13.271, 0.907, 30.702], [-16.034, 2.502, 31.110], [-18.305, -0.519, 25.480], [-9.747, 5.540, 29.744], [-13.666, 4.663, 30.124], [-14.721, 1.875, 32.536], [-16.137, 0.941, 29.127], [-10.912, 1.144, 24.533], [-15.782, -1.708, 27.581], [-7.607, 2.971, 28.877], [-10.776, 2.792, 32.030], [-13.577, 3.433, 31.891], [-7.431, -1.549, 31.392], [-14.155, 2.572, 30.353], [-13.050, 2.253, 27.099], [-7.706, 4.665, 29.019], [-15.318, 1.680, 26.332], [-17.555, 1.844, 31.129], [-14.615, -0.023, 26.046], [-18.599, 1.573, 24.314], [-17.477, -2.005, 27.221], [-12.466, 2.591, 25.447], [-16.219, -1.994, 25.949], [-14.428, -2.314, 30.485], [-8.153, -2.715, 30.376], [-16.803, 3.383, 27.246], [-8.500, -2.781, 32.038], [-11.213, 4.570, 29.659], [-9.428, -1.045, 28.939], [-18.940, 1.663, 29.952], [-8.898, 0.553, 32.082], [-10.460, -1.751, 30.959], [-20.061, 2.488, 28.866], [-15.086, 1.493, 34.255], [-12.984, 6.316, 29.955], [-19.094, 3.098, 26.444], [-9.818, -0.597, 33.077], [-10.138, 1.849, 33.375], [-16.629, 2.810, 28.917], [-19.957, 1.550, 26.495], [-17.278, 2.343, 25.228], [-17.930, 3.814, 28.605]], "forces_ev_per_a": [[1.348, -0.696, -0.687], [0.123, 0.330, 0.355], [0.296, 0.432, 0.101], [0.128, -0.728, -0.391], [-0.033, 0.616, -0.647], [0.610, 0.081, 0.307], [-0.233, -0.400, 0.121], [-0.206, -0.118, -0.171], [-0.839, 0.229, -0.925], [0.236, -0.671, -0.121], [0.316, 0.086, -1.197], [-0.887, -1.159, 0.284], [-0.361, 0.500, 0.628], [0.744, -0.188, 0.444], [0.397, 1.056, 1.556], [-0.398, -0.250, -0.211], [0.720, -0.568, -0.094], [0.040, -0.214, -0.251], [0.705, -0.356, 1.528], [-0.630, 0.085, -0.169], [-0.236, 0.080, -1.489], [0.489, -0.285, 1.817], [0.675, -0.063, 0.363], [0.077, -1.181, 0.388], [0.279, 0.821, 0.482], [-0.873, -0.555, -0.071], [0.264, 0.995, 0.754], [-0.396, 0.592, 0.084], [1.184, -0.217, 1.050], [0.448, -1.054, 0.421], [0.740, 0.836, -0.020], [1.287, 0.828, -0.214], [-1.152, -0.038, -0.794], [1.233, -2.048, 0.343], [1.277, -0.535, -0.066], [-0.876, -0.766, -2.339], [0.006, -0.298, 0.968], [0.016, 0.841, -0.378], [-0.474, -0.033, 0.573], [-0.120, 0.169, 0.024], [-0.057, -0.015, -0.146], [-0.219, -0.754, -0.137], [-0.180, 0.022, -1.308], [-0.106, 0.460, 0.982], [0.265, 0.040, -0.601], [0.068, -0.228, 0.272], [-0.134, 0.016, 0.139], [-0.504, 0.288, -0.405], [-0.239, -0.905, 0.144], [0.361, 0.863, 0.280], [0.105, 0.113, -0.058], [-0.428, -0.534, 0.615], [0.328, -0.131, 0.332], [-0.135, 0.065, -0.615], [-0.305, 0.196, -0.058], [0.015, 0.426, -0.811], [0.759, -0.271, 0.480], [0.182, -0.203, 0.436], [-0.202, 0.195, 0.076], [-0.270, -0.059, 0.151], [0.006, -0.015, 0.095], [0.256, -0.202, -0.250], [0.149, 0.183, -0.028], [-0.190, 0.285, 0.176], [-0.625, 0.510, -0.174], [-0.194, 0.478, -0.273], [-0.320, 0.168, 0.001], [0.049, -0.120, -0.578], [-0.309, 0.026, 0.294], [-0.296, 0.345, -0.784], [-0.611, 0.873, 0.169], [-0.183, 0.202, -0.143], [-0.252, 0.142, 0.045], [-0.319, 0.322, -0.316], [0.126, 0.331, -0.014], [-0.462, 0.220, -0.264], [-0.115, 0.101, -0.044], [-0.330, 0.349, 0.236], [-0.038, 0.238, 0.419], [-0.834, -0.363, 0.222], [0.330, 0.525, 0.012], [0.213, -0.313, 0.252], [0.011, -0.010, -0.048], [-0.056, -0.031, -0.130], [0.304, 0.057, -0.050], [-0.429, 0.080, -0.229], [-0.602, -0.075, 0.226], [-0.329, 0.028, -0.013], [-0.120, -0.194, 0.119], [0.185, -0.161, -0.263], [0.076, -0.194, -0.017], [-0.176, 0.233, -0.196], [-0.140, 0.239, -0.573]], "mulliken_charge": [2.097, -0.776, -0.607, -0.796, -0.325, -0.662, -0.222, -0.649, -0.277, -0.483, -0.367, 0.211, -0.367, -0.468, -0.069, -0.382, -0.310, -0.285, -0.209, -0.285, 2.034, -1.414, 0.491, -1.700, 0.544, 0.788, -1.328, -0.696, -1.624, 0.346, 1.704, -1.122, 0.515, -0.648, -1.649, 0.511, -1.363, -1.283, 3.863, -0.174, 0.163, 0.396, -1.128, 0.185, 0.218, 0.099, 0.167, 0.484, 0.155, -0.722, 0.216, -0.351, 0.047, 0.449, 0.202, 0.025, 0.123, 0.102, 0.168, -0.120, 0.213, 0.067, -0.461, 0.366, -1.006, -0.149, 0.171, 0.306, 0.088, 0.518, 0.385, 0.543, 0.194, 0.417, 0.210, 0.414, 0.329, 0.407, 0.161, 0.317, 0.266, 0.540, -0.022, 0.409, 0.206, 0.197, 0.396, 0.364, 0.583, -0.079, 0.456, 0.246, 0.506]}



2.
{"formula": "C18H54NO11", "method": "ωB97M-V/def2-TZVPD", "total_energy_ha": -1599.89112, "gap_ev": 6.021, "total_charge": 1, "homo_energy_ev": -10.730, "mol_weight_g_mol": 460.626, "elements": ["O", "O", "O", "O", "O", "O", "O", "O", "O", "O", "O", "N", "C", "C", "C", "C", "C", "C", "C", "C", "C", "C", "C", "C", "C", "C", "C", "C", "C", "C", "H", "H", "H", "H", "H", "H", "H", "H", "H", "H", "H", "H", "H", "H", "H", "H", "H", "H", "H", "H", "H", "H", "H", "H", "H", "H", "H", "H", "H", "H", "H", "H", "H", "H", "H", "H", "H", "H", "H", "H", "H", "H", "H", "H", "H", "H", "H", "H", "H", "H", "H", "H", "H", "H"], "positions_angstrom": [[2.738, 2.101, -0.627], [-9.083, -0.849, 5.450], [4.856, 1.432, 3.318], [4.518, -2.886, -3.802], [-4.123, 1.853, -4.398], [-9.919, -0.787, 1.265], [5.702, -0.655, 0.976], [2.943, -0.877, -1.829], [2.811, -1.367, 1.434], [4.763, 3.070, -3.556], [6.411, -2.127, 3.764], [-4.933, -1.116, 0.118], [-2.589, -1.167, -1.279], [3.291, 3.404, -0.619], [3.915, 2.466, 3.097], [-6.067, -0.314, -0.062], [2.171, -1.317, 2.696], [-5.682, 1.109, -0.796], [2.226, -1.318, -2.967], [-9.215, -1.486, 2.275], [5.771, -2.077, 5.026], [-4.033, 1.186, -0.934], [-4.715, 0.766, -5.084], [6.044, 0.110, -0.166], [4.201, -4.220, -4.157], [-8.205, -0.020, 6.189], [5.863, 3.929, -3.793], [0.042, 0.217, -0.423], [-3.736, -0.351, -0.414], [-1.117, -0.471, -0.894], [5.459, -2.751, -4.008], [1.246, -0.835, -2.979], [7.127, 0.080, -0.302], [4.928, 0.929, 2.489], [-9.652, -1.307, 6.092], [-8.785, 0.705, 6.765], [-8.351, -1.983, 1.827], [5.999, 4.580, -2.926], [2.774, -1.048, -3.872], [4.379, -4.365, -5.226], [5.725, 1.145, -0.021], [-3.137, -0.136, 0.595], [-4.875, -2.064, 0.584], [5.876, -1.594, 3.151], [-6.235, 2.096, -0.469], [4.819, -4.909, -3.577], [-7.185, -0.558, 0.261], [3.807, -1.322, -1.845], [4.667, 2.505, -4.341], [2.094, -2.402, -2.918], [-7.549, 0.510, 5.495], [-4.074, 0.467, -5.918], [5.666, 4.539, -4.677], [2.900, 3.972, -1.467], [2.120, -0.281, 3.039], [5.720, -1.041, 5.369], [-3.583, 1.363, -2.015], [-6.004, 0.905, -1.904], [0.695, 1.026, 0.164], [6.348, -2.668, 5.740], [3.809, 3.053, 4.012], [1.164, -1.734, 2.611], [6.766, 3.332, -3.942], [4.380, 3.339, -0.683], [-8.874, -0.781, 3.037], [-4.825, -0.073, -4.393], [2.748, -1.908, 3.410], [5.556, -0.312, -1.048], [-7.601, -0.635, 6.860], [-3.493, 1.855, -0.105], [-4.039, 2.582, -5.036], [-5.700, 1.060, -5.456], [4.735, -0.609, 1.071], [-10.679, -0.357, 1.691], [3.147, -4.405, -3.938], [-2.737, -1.054, -2.457], [3.002, 1.683, -1.464], [-9.871, -2.236, 2.724], [-2.528, -2.315, -1.007], [2.948, 2.030, 2.832], [4.764, -2.494, 4.941], [4.267, 3.114, 2.290], [3.012, 3.904, 0.311], [2.276, -0.834, 0.821]], "forces_ev_per_a": [[-0.158, -0.460, -0.126], [-0.439, -0.400, 0.053], [0.006, -0.309, -0.204], [0.612, 0.471, 0.049], [0.143, 0.495, 0.088], [-0.285, 0.369, -0.282], [-0.350, 0.136, 0.401], [0.365, 0.192, 0.333], [0.084, 0.358, -0.471], [-0.429, -0.550, -0.211], [-0.188, 0.101, -0.298], [-4.035, 3.839, -1.979], [1.359, 0.232, -0.402], [0.044, 0.125, -0.125], [0.167, -0.169, -0.089], [2.584, -0.375, 0.372], [-0.090, 0.109, 0.038], [0.228, -0.637, -1.600], [0.014, -0.006, -0.174], [-0.198, 0.254, 0.329], [0.035, 0.178, -0.225], [-0.516, -1.693, 1.541], [-0.023, 0.141, -0.317], [-0.035, 0.004, 0.120], [0.206, -0.168, -0.068], [-0.072, -0.036, 0.280], [0.114, -0.018, -0.192], [-9.286, -4.082, -2.518], [4.722, 0.552, 2.259], [6.751, 4.873, 3.633], [-0.523, -0.027, 0.155], [0.146, 0.002, 0.176], [-0.176, -0.041, 0.093], [0.264, 0.136, 0.427], [0.274, 0.218, -0.440], [0.246, 0.118, 0.066], [-0.119, -0.049, -0.079], [-0.098, -0.152, -0.105], [-0.216, -0.187, -0.073], [-0.107, -0.227, 0.023], [0.078, 0.108, -0.291], [-1.160, -0.751, -2.061], [-0.286, 1.534, -0.838], [0.515, -0.238, 0.100], [0.997, -2.393, -0.239], [-0.154, -0.190, -0.104], [2.629, 0.163, -0.554], [-0.446, 0.085, -0.024], [-0.005, 0.299, 0.496], [-0.108, 0.047, -0.222], [-0.142, -0.111, 0.037], [-0.185, -0.226, -0.014], [0.222, 0.135, 0.054], [0.193, 0.171, 0.078], [-0.087, -0.059, 0.273], [-0.130, -0.047, 0.229], [-1.376, -0.259, 2.274], [0.104, 0.410, 1.926], [-1.320, -2.198, -1.924], [-0.049, 0.055, -0.173], [0.072, -0.143, -0.106], [-0.044, 0.001, 0.209], [0.147, 0.226, -0.002], [0.002, 0.250, -0.019], [0.056, -0.326, 0.138], [0.054, 0.113, -0.026], [-0.044, 0.097, -0.177], [0.109, 0.202, -0.171], [0.139, 0.227, 0.065], [-1.498, -1.214, -2.203], [0.032, -0.327, 0.464], [-0.039, -0.268, -0.082], [0.067, -0.479, -0.105], [0.407, -0.202, -0.343], [0.160, 0.118, -0.004], [0.236, -0.249, 2.656], [-0.130, -0.073, 0.430], [0.301, -0.077, 0.155], [-0.157, 2.410, -0.494], [-0.200, 0.239, -0.056], [-0.108, -0.021, 0.289], [-0.211, 0.174, 0.016], [-0.013, -0.154, -0.096], [0.356, -0.379, -0.024]], "mulliken_charge": [-0.202, -0.476, -0.459, -0.394, -0.480, -0.538, -0.413, -0.249, -0.433, -0.411, -0.496, -0.092, -0.393, -0.690, -0.415, 0.015, -0.465, -0.536, -0.602, -0.430, -0.537, -0.332, -0.594, -0.305, -0.562, -0.517, -0.590, -0.106, -0.068, -0.358, 0.261, 0.240, 0.314, 0.280, 0.287, 0.262, 0.159, 0.213, 0.328, 0.265, 0.133, 0.234, 0.305, 0.358, 0.387, 0.267, 0.291, 0.163, 0.257, 0.124, 0.202, 0.317, 0.282, 0.283, 0.194, 0.231, 0.204, 0.209, 0.286, 0.284, 0.310, 0.310, 0.272, 0.185, 0.214, 0.188, 0.118, 0.032, 0.261, 0.296, 0.292, 0.307, 0.221, 0.312, 0.210, 0.232, 0.139, 0.294, 0.361, 0.132, 0.193, 0.159, 0.278, 0.190]}